(1)
DFT (wB97M-V/def2-TZVPD) results for a cluster of 13 separate species, C43H80B2F14N17O13S6 in total at a distorted geometry.

CARTESIAN COORDINATES (ANGSTROEM)
C 6.81290 -29.34632 1.11328
O 7.78733 -30.50392 1.22604
H 6.27499 -29.47519 0.16593
H 6.12254 -29.67287 1.91432
H 7.28464 -28.36324 1.22037
C 12.72291 -30.90412 -4.58656
C 12.90674 -32.40263 -4.39512
N 13.53450 -32.83410 -3.16848
C 13.96566 -34.11171 -2.94175
C 14.49194 -34.10255 -1.65392
N 14.43772 -32.80013 -1.20162
C 13.86174 -32.04512 -2.12912
C 14.97770 -32.30342 0.04514
H 12.27531 -30.78343 -5.57694
H 13.71061 -30.44221 -4.56947
H 12.19494 -30.43861 -3.75071
H 13.38597 -32.81485 -5.24963
H 11.91875 -32.83164 -4.30538
H 13.85961 -34.93985 -3.61219
H 14.75141 -34.91248 -0.99702
H 8.75153 -30.23532 1.02041
H 15.82440 -32.83927 0.45006
H 14.28336 -32.28000 0.87935
H 15.31504 -31.27075 -0.26971
C 5.72412 -23.97590 8.19399
C 5.99844 -22.70923 7.49436
N 6.38595 -23.07147 6.06361
C 5.85316 -22.46822 4.96772
C 6.50169 -22.92562 3.88092
N 7.49338 -23.70954 4.30725
C 7.39171 -23.86873 5.63973
C 8.52143 -24.41017 3.45156
H 6.38412 -24.69703 7.79533
H 4.71316 -24.37370 7.85622
H 5.73519 -23.92085 9.29771
H 6.81338 -22.10275 7.93793
H 5.19892 -21.96908 7.31978
H 5.17667 -21.64335 5.01652
H 6.46424 -22.51486 2.88565
H 8.08663 -24.49419 6.19332
H 8.94665 -25.14402 4.08305
H 9.22798 -23.66112 3.09481
H 7.99840 -24.80043 2.58955
C 3.11733 -31.23441 6.67862
C 4.07644 -32.33278 6.25076
N 5.51309 -31.85954 6.39976
C 6.34005 -32.11350 7.40263
C 7.49132 -31.39832 7.26252
N 7.30537 -30.74928 6.02506
C 6.12324 -31.04734 5.48793
C 8.27650 -29.90580 5.30432
H 3.16981 -31.11760 7.74787
H 2.13585 -31.54810 6.32065
H 3.40425 -30.33401 6.17808
H 4.02983 -32.45020 5.16399
H 4.06990 -33.20608 6.81812
H 6.05753 -32.62204 8.28338
H 8.33876 -31.20058 7.87974
H 5.63466 -30.64604 4.57784
H 8.19138 -28.88995 5.71973
H 7.93020 -30.08843 4.26316
H 9.25212 -30.34603 5.30102
C -1.22525 -30.12778 1.40187
C -1.79310 -29.14137 2.31886
N -0.67755 -28.39513 3.06483
C -0.83679 -28.04777 4.40260
C 0.19344 -27.22478 4.78480
N 0.98542 -27.13061 3.64415
C 0.44540 -27.78516 2.60087
C 2.22610 -26.37271 3.49322
H -0.50943 -29.58877 0.76821
H -2.06977 -30.60988 0.87330
H -0.65120 -30.89534 1.93567
H -2.29786 -29.53756 3.17980
H -2.43626 -28.43452 1.80684
H -1.75327 -28.28581 4.92731
H 0.42681 -26.67574 5.66775
H 0.93040 -27.92182 1.63529
H 2.13787 -25.38551 3.98831
H 2.49520 -26.16859 2.46857
H 3.12565 -26.86636 3.88673
C 4.80347 -26.92947 -3.34828
C 3.65086 -27.70031 -3.91225
N 3.83802 -29.17769 -3.76587
C 3.50257 -29.93936 -2.64048
C 3.84977 -31.19592 -2.91273
N 4.39564 -31.24123 -4.15688
C 4.26304 -30.03378 -4.67647
C 5.24058 -32.29202 -4.77079
H 4.58775 -25.87218 -3.49961
H 5.72758 -27.10513 -3.83533
H 4.84374 -27.08932 -2.23126
H 3.67729 -27.58217 -5.01092
H 2.66991 -27.54234 -3.49037
H 3.10079 -29.42900 -1.79981
H 3.71281 -32.09230 -2.29470
H 4.58862 -29.84201 -5.67903
H 4.82914 -33.24098 -4.62513
H 6.24921 -32.23767 -4.33475
H 5.28339 -32.18143 -5.87819
C 9.78287 -26.09299 -5.41054
C 10.24917 -27.19511 -4.51712
N 9.96237 -26.99189 -3.08412
C 8.77652 -27.27855 -2.50438
C 8.86019 -26.87711 -1.18968
N 10.12906 -26.22814 -1.06538
C 10.78727 -26.40074 -2.20253
C 10.36988 -25.30423 0.06421
H 9.99533 -26.39316 -6.43442
H 10.24427 -25.10534 -5.17446
H 8.70648 -25.99208 -5.32248
H 11.31923 -27.39364 -4.71164
H 9.83228 -28.18980 -4.78944
H 7.98545 -27.86576 -2.97880
H 8.15932 -27.01291 -0.37380
H 11.73328 -25.91103 -2.43216
H 9.38195 -25.29594 0.52964
H 10.62701 -24.30766 -0.32885
H 11.07345 -25.73052 0.75113
C 9.12493 -38.25242 1.80049
C 8.26488 -37.45459 0.79169
N 7.83305 -36.18809 1.26939
C 8.52240 -35.35195 2.16075
C 7.84302 -34.15651 2.15746
N 6.82762 -34.31144 1.23915
C 6.85143 -35.54598 0.73646
C 6.13741 -33.10071 0.79789
H 10.16385 -37.89349 1.94775
H 9.31428 -39.23159 1.39420
H 8.66916 -38.21283 2.79865
H 7.37605 -38.12032 0.60402
H 8.84048 -37.33113 -0.12527
H 9.39803 -35.77658 2.64635
H 8.06880 -33.14382 2.49611
H 6.14072 -35.94669 0.04450
H 6.04147 -32.45920 1.65253
H 5.17040 -33.39951 0.40649
H 6.80103 -32.64558 0.05418
B 6.41692 -27.10140 5.59231
F 5.73196 -25.83188 5.54222
F 6.04909 -27.89973 4.47190
F 7.88072 -26.74503 5.38416
F 6.21600 -27.71174 6.88649
B 9.83791 -32.97582 -2.25855
F 10.69974 -31.83276 -2.15442
F 9.54474 -33.50848 -0.91530
F 8.59993 -32.68097 -2.84555
F 10.42821 -33.98769 -3.01736
N -0.27779 -27.05992 -0.70272
S -1.82103 -26.63241 -0.80360
O -2.60588 -27.72110 -0.38361
O -2.28615 -25.82248 -1.87344
F -1.95056 -25.64265 0.54275
S 1.07327 -26.38982 -1.05241
O 1.23218 -25.73943 -2.29815
O 2.05374 -27.37900 -0.61651
F 1.41612 -25.20565 -0.02361
N 8.06110 -23.31425 -0.73336
S 6.92725 -24.25312 -0.36951
O 7.34887 -25.06392 0.74446
O 6.28325 -24.94018 -1.44182
F 5.76052 -23.41321 0.27428
S 8.63712 -22.68728 -2.06159
O 7.77528 -22.28282 -3.09818
O 9.73280 -23.49506 -2.45832
F 9.24784 -21.42039 -1.43355
N 1.81950 -32.50971 2.25991
S 1.60091 -33.48039 1.04459
O 2.06838 -33.01667 -0.24736
O 0.25275 -33.94566 1.15205
F 2.55523 -34.63592 1.46894
S 2.83053 -31.43851 2.61287
O 2.80276 -30.24891 1.82987
O 4.04773 -31.74211 3.17524
F 1.89008 -31.05098 3.91063

Atoms 1-6, force components in eV/Å:
C 0.67 -2.66 0.41
O 1.69 1.86 -0.47
H 0.28 0.37 0.07
H 0.11 1.18 -0.31
H -0.29 -0.36 0.24
C 1.08 -0.21 0.45

Summary:
net charge: +1
spin multiplicity: 1
max |F|: 6.6 eV/A

=====

(2)
DFT (wB97M-V/def2-TZVPD) results for a cluster of 11 separate species, C43H80F12N11O13S2 in total at a distorted geometry.

CARTESIAN COORDINATES (ANGSTROEM)
C -3.74621 -0.20422 -3.71453
O -3.65960 -0.47831 -5.15440
O -4.72394 -1.09244 -3.19415
C -2.39237 -0.12177 -2.88772
F -1.45379 0.55982 -3.54794
F -2.56254 0.58251 -1.77461
F -1.91100 -1.27935 -2.47538
C -3.17462 0.44724 -6.04868
C -3.28650 -0.22432 -7.40251
H -4.33663 -0.33756 -7.67182
H -2.86439 0.41839 -8.17507
H -2.87367 -1.22718 -7.51170
H -2.14573 0.77908 -5.90958
H -3.58435 1.45651 -6.00895
H -4.26841 0.74898 -3.63194
C 0.62680 -0.52236 0.39848
O 1.35893 0.63698 0.14244
O 1.50247 -1.57957 0.72943
C -0.41222 -0.21659 1.50317
F -1.27701 0.76429 1.12003
F -1.18185 -1.28469 1.80283
F 0.01761 0.24071 2.71106
C 1.12242 1.51157 -0.92629
C 2.08313 2.70951 -0.88381
H 1.74893 3.37581 -0.08854
H 3.09577 2.38924 -0.63869
H 2.06010 3.30737 -1.79493
H 0.11997 1.92917 -0.83250
H 1.18841 0.97003 -1.86994
H -0.00261 -0.80223 -0.44629
C -7.31963 -1.41852 1.53530
C -6.57555 -0.81652 0.37478
O -6.90673 0.21919 -0.12214
N -5.35460 -1.62531 -0.14118
H -5.33092 -2.59031 0.15599
H -5.32913 -1.60448 -1.15064
C -4.02005 -1.01991 0.37080
H -8.17464 -0.85560 1.90972
H -6.74388 -1.73274 2.40586
H -7.73414 -2.39338 1.27858
H -4.10185 -1.22168 1.43883
H -4.03047 0.06394 0.25574
H -3.17567 -1.50069 -0.12315
C 1.54895 -4.96918 -2.70907
C 1.64382 -3.53635 -2.25497
O 0.75288 -2.72376 -2.47029
N 2.93193 -3.04584 -1.49907
H 2.60135 -2.81790 -0.57232
H 3.48770 -3.88238 -1.39227
C 3.59212 -1.86850 -2.28895
H 2.24981 -5.05663 -3.53928
H 0.56801 -5.25962 -3.08524
H 1.87264 -5.65988 -1.93045
H 2.85812 -1.17015 -2.69099
H 4.15363 -2.26274 -3.13594
H 4.23059 -1.36213 -1.56504
C 3.69337 1.36542 2.05868
C 4.02193 0.33749 3.15593
O 4.75256 0.68271 4.09326
N 3.44902 -1.08455 2.98420
H 2.89790 -1.21345 3.82071
H 2.75820 -1.05072 2.24818
C 4.52574 -2.12298 2.71172
H 2.63697 1.62003 2.14413
H 3.98647 0.98897 1.07864
H 4.21185 2.28864 2.31743
H 4.82318 -1.99074 1.67145
H 4.04482 -3.08766 2.87365
H 5.25816 -2.03451 3.51410
C -4.46069 -1.34612 5.53031
C -3.00212 -1.46554 5.08503
N -2.29962 -2.68323 5.52227
C -1.30804 -2.78263 6.46760
C -0.92614 -4.11214 6.48641
N -1.79035 -4.83228 5.63150
C -2.59008 -3.91775 5.03504
C -1.89111 -6.26446 5.46232
H -4.57544 -1.35604 6.61420
H -5.13370 -2.14950 5.23070
H -5.00506 -0.50411 5.10277
H -2.42691 -0.64384 5.51171
H -2.96832 -1.40703 3.99713
H -1.01504 -1.89655 7.01112
H -0.12830 -4.64199 6.98554
H -3.35271 -4.13071 4.30058
H -0.91574 -6.65392 5.75398
H -1.87035 -6.54296 4.40870
H -2.58344 -6.70206 6.18155
C 8.50619 4.40294 1.13385
C 7.55645 5.25426 0.26122
N 6.85625 4.51001 -0.79079
C 6.19252 3.35336 -0.70383
C 5.52870 2.98139 -1.79561
N 5.72337 3.99942 -2.68539
C 6.49454 4.97432 -2.06100
C 5.22016 4.12045 -4.06999
H 8.96436 5.11443 1.82085
H 9.33589 4.10090 0.49473
H 8.06451 3.51142 1.57908
H 8.07335 6.07673 -0.23321
H 6.85613 5.73647 0.94321
H 6.15127 2.82090 0.23489
H 5.03303 2.05954 -2.06190
H 6.87092 5.86425 -2.54346
H 4.35327 3.47460 -4.20962
H 5.88041 3.74776 -4.85310
H 4.90740 5.13529 -4.31575
C -1.62225 -4.23709 -0.18068
C -1.49581 -5.62461 0.51890
N -2.49497 -6.59303 -0.08310
C -2.29723 -7.94636 -0.37864
C -3.46224 -8.46341 -0.97851
N -4.37738 -7.37070 -1.05559
C -3.77605 -6.30215 -0.49543
C -5.78461 -7.48430 -1.50124
H -1.18670 -4.37353 -1.17054
H -0.89191 -3.58129 0.29326
H -2.62643 -3.81665 -0.23484
H -1.82376 -5.57924 1.55740
H -0.49205 -6.04735 0.47575
H -1.36323 -8.42571 -0.12510
H -3.70445 -9.45392 -1.33432
H -4.19954 -5.31389 -0.59742
H -6.43854 -7.57252 -0.63367
H -6.01848 -8.45088 -1.94746
H -6.07044 -6.70796 -2.21095
C -0.66763 4.13287 3.19956
C -1.92584 4.42214 2.46681
N -1.59411 4.43306 1.01070
C -0.84297 5.49697 0.43456
C -0.90907 5.25491 -0.94515
N -1.70748 4.12300 -1.11056
C -1.99503 3.53220 0.08229
C -2.06236 3.61693 -2.37065
H 0.08347 4.92273 3.20803
H -0.25446 3.13627 3.04401
H -0.74558 3.93120 4.26791
H -2.36363 5.35658 2.81791
H -2.63694 3.59906 2.53736
H -0.41138 6.26331 1.06135
H -0.53196 5.71513 -1.84648
H -2.64376 2.69131 0.27838
H -3.14194 3.46952 -2.34112
H -1.46847 2.74498 -2.64470
H -1.94220 4.37903 -3.14061
C -0.23111 4.20735 -6.38456
F -0.65645 2.99417 -6.44901
F 0.09967 4.60372 -7.65449
F -1.21837 4.89558 -5.83189
S 1.26192 4.41366 -5.12903
O 2.22366 3.33970 -5.28739
O 1.84987 5.74229 -5.45577
O 0.63010 4.37081 -3.80654
C 3.20476 5.26528 2.46499
F 2.49414 4.16996 2.71306
F 3.52427 5.28512 1.13399
F 2.41689 6.38112 2.59753
S 4.76711 5.30356 3.58769
O 4.37413 4.83426 4.92213
O 5.79293 4.34380 3.04307
O 5.20669 6.72325 3.60204

Atoms 1-6, force components in eV/Å:
C -3.74 -1.67 0.06
O 0.51 -0.83 2.68
O 2.70 0.76 0.63
C -1.78 0.05 -2.05
F 0.89 -0.18 -0.55
F -0.71 0.92 1.65

Summary:
net charge: +2
spin multiplicity: 2
max |F|: 5.0 eV/A

=====

It is found that the calculated total energy values, taken in the order of the records, are -7432.48669 -5260.75888 a.u..